1.
ORCA calculation (the ωB97M-V functional and the def2-TZVPD basis) on C4H3AgLiO6 as an isolated structure at a distorted geometry.

XYZ file:
```
15
Properties=species:S:1:pos:R:3:forces:R:3
C 0.417117 0.227533 0.296536 -0.8 0.7 -0.6
H -6.246147 -1.131258 -1.805701 0.0 0.2 0.4
H 0.669435 1.261229 0.062387 -0.1 -0.3 0.3
O 3.627273 -1.051093 0.522561 0.9 -0.1 -0.1
H -1.085419 -1.286019 0.473727 0.0 0.3 -0.1
O -1.872051 0.657924 0.366564 1.0 0.3 -0.1
Li -5.261653 -0.457835 -0.368044 0.2 -0.1 -0.6
O -4.012513 1.094618 0.046766 0.2 0.0 0.5
C 2.751561 -0.196167 0.273970 -1.7 -0.4 0.3
O -3.383896 -1.025223 0.224020 0.2 0.0 0.4
Ag 5.273213 0.525203 -0.060573 -0.8 -0.2 0.1
C -3.157697 0.204019 0.240822 -1.1 -0.4 -1.1
C -0.831552 -0.236875 0.325289 0.0 0.0 0.8
O 2.944394 0.983722 -0.085896 0.6 0.5 -0.3
O 1.463211 -0.643388 0.452721 1.3 -0.4 -0.1
```
Forces are in eV/Å.

Net charge: -1
LUMO, eV: -0.16
Highest occupied orbital energy, eV: -2.91
DFT total energy, eV: -20686.3866
Energy above the lowest of the compared OMol25 structures with the same formula, charge and spin, kcal/mol: 0.0
Max |F|, eV/A: 1.74

***

2.
ORCA calculation (the ωB97M-V functional and the def2-TZVPD basis) on C4H3AlAuCl2N5O3 as an isolated structure at a distorted geometry.

XYZ file:
```
19
Properties=species:S:1:pos:R:3:forces:R:3
C 1.975995 2.016894 -0.919600 3.0 3.5 -2.9
C 0.762848 0.976414 -3.854410 2.3 5.8 -1.3
O 1.573345 1.891777 -4.068256 -3.0 -3.3 0.8
H -2.103166 -1.874457 4.623803 -0.5 -1.4 0.4
N -0.969995 -0.979930 3.286940 -2.0 -2.3 -0.3
N 0.322046 -0.314516 1.766180 -3.1 0.8 2.5
C 1.313841 -0.351356 -3.528488 1.5 -8.9 -3.4
N -0.724543 0.071410 2.534724 2.0 0.5 -1.7
O 1.478169 -1.443638 -3.936581 -0.6 6.4 3.1
H -2.423816 -0.219522 4.380421 -1.1 0.7 -0.1
C 0.591023 -1.601393 2.068429 -0.5 -2.3 1.6
N -0.227118 -2.090252 2.996475 0.5 1.2 -0.5
O 2.525312 2.740927 -1.626933 -2.2 -2.8 2.7
Cl -1.866285 -0.860089 -3.156311 0.0 1.6 -0.7
H 1.367626 -2.221610 1.631913 0.0 0.2 0.0
Al -1.294189 1.014236 -3.936183 -0.2 -0.7 1.2
Cl -1.320169 3.491279 -2.620492 -0.2 -0.9 -0.8
N -2.180726 -1.114017 3.963151 4.4 1.4 -0.7
Au 1.199801 0.867834 0.395223 0.0 0.4 0.0
```
Forces are in eV/Å.

Net charge: +4
LUMO (alpha / beta), eV: -17.29 / -18.50
Highest occupied orbital energy (alpha / beta), eV: -25.03 / -25.01
DFT total energy, eV: -53067.8374
⟨S²⟩: 2.016
Energy above the lowest of the compared OMol25 structures with the same formula, charge and spin, kcal/mol: 21.3
Max |F|, eV/A: 9.63
2S+1: 3

***

3.
ORCA calculation (the ωB97M-V functional and the def2-TZVPD basis) on a 2-piece molecular cluster, C4H3BrClNS overall at a distorted geometry.

XYZ file:
```
11
Properties=species:S:1:pos:R:3:forces:R:3
S 0.344535 2.120413 -0.001703 0.1 -0.5 0.2
H -1.712166 3.364799 -0.543055 0.5 -1.9 -0.7
Br -1.710590 -1.757771 -0.576618 0.3 1.7 0.1
Cl 2.402258 -2.293307 -0.562978 1.1 -1.1 -2.5
C -1.090058 0.138067 -0.416114 -1.5 -2.0 -0.5
H 0.887457 -2.369907 1.199049 -1.5 -1.0 0.4
C 0.114749 0.410376 0.054578 1.8 0.1 0.6
C 1.692070 -1.859219 0.796762 -1.0 2.0 0.7
H 2.232579 -1.230296 1.417897 0.9 1.1 1.1
N -1.909303 1.159161 -0.762425 0.5 1.8 0.1
C -1.251528 2.317681 -0.605392 -1.2 -0.2 0.7
```
Forces are in eV/Å.

LUMO (alpha / beta), eV: -0.68 / -1.91
Highest occupied orbital energy (alpha / beta), eV: -9.29 / -8.67
DFT total energy, eV: -99081.7840
Energy above the lowest of the compared OMol25 structures with the same formula, charge and spin, kcal/mol: 92.5
Max |F|, eV/A: 2.90

***

4.
ORCA calculation (the ωB97M-V functional and the def2-TZVPD basis) on C4H3CdLiO2 as an isolated structure at a distorted geometry.

XYZ file:
```
11
Properties=species:S:1:pos:R:3:forces:R:3
H -0.141377 1.538291 1.359999 -0.4 -0.1 -0.1
O 3.393489 -0.660322 1.828383 0.8 0.8 -1.1
Li 4.795983 -1.061332 2.937111 -0.1 0.2 -0.5
Cd -3.243738 0.674250 -0.789260 -2.3 -1.0 -1.7
C 2.161405 -0.895229 1.965983 1.4 -2.6 4.6
C -0.050565 -0.491839 0.569927 -0.9 1.3 0.4
O -1.732203 1.143563 0.197451 0.3 2.3 0.9
C -0.674324 0.794450 0.744846 3.0 -2.5 0.6
C 1.052441 -0.768554 1.267374 0.5 0.2 -0.2
H -0.507456 -1.192831 -0.139621 -0.1 0.1 0.1
H 2.185447 -1.533095 3.129555 -2.2 1.5 -3.0
```
Forces are in eV/Å.

Net charge: +2
LUMO (alpha / beta), eV: -12.01 / -12.02
Highest occupied orbital energy (alpha / beta), eV: -14.94 / -14.90
DFT total energy, eV: -13038.4620
Energy above the lowest of the compared OMol25 structures with the same formula, charge and spin, kcal/mol: 21.4
Max |F|, eV/A: 5.53

***

5.
ORCA calculation (the ωB97M-V functional and the def2-TZVPD basis) on a single C4H3Cl2F3 molecule at a distorted geometry.

XYZ file:
```
12
Properties=species:S:1:pos:R:3:forces:R:3
H -1.302380 1.042945 0.433221 -1.3 1.5 -0.6
C -0.171691 -0.658408 -1.089605 0.2 1.0 1.0
H -0.146805 1.144757 1.775367 -0.6 -0.1 0.0
Cl 2.538205 -0.516311 -1.028447 0.3 0.5 0.2
Cl 0.876008 2.019006 -0.737148 0.5 -0.7 -0.5
C -0.825861 0.505740 1.187511 2.7 0.4 -1.0
F 0.525481 -1.340534 1.262198 0.8 -0.9 -0.8
F 0.114399 -1.883062 -1.489749 0.0 -0.2 -0.7
H -1.500201 -0.029472 1.776112 -1.0 -1.0 0.9
C 0.085490 -0.408805 0.392116 -0.9 1.2 0.2
C 1.023318 0.257990 -0.693035 -1.4 -1.1 0.6
F -1.215963 -0.133846 -1.788541 0.6 -0.5 0.8
```
Forces are in eV/Å.

LUMO, eV: 0.57
Highest occupied orbital energy, eV: -10.54
SMILES: C[C@@]1(F)C(F)(F)C1(Cl)Cl
DFT total energy, eV: -37392.1216
Energy above the lowest of the compared OMol25 structures with the same formula, charge and spin, kcal/mol: 0.0
Max |F|, eV/A: 2.92

***

6.
ORCA calculation (the ωB97M-V functional and the def2-TZVPD basis) on a single C4H3Cl3 molecule at a distorted geometry.

XYZ file:
```
10
Properties=species:S:1:pos:R:3:forces:R:3
C 0.205295 0.111790 0.053125 1.0 1.2 0.2
Cl 2.702541 -1.056963 -0.069525 0.0 0.1 0.1
C 0.990893 -1.043231 0.070932 -1.1 4.1 -0.4
H -1.499727 0.416771 -0.969965 -0.9 0.2 -1.0
Cl 0.249013 -2.546922 0.046837 -0.1 -1.3 0.1
H -1.772893 0.657963 0.728654 0.1 0.5 0.2
Cl 1.773439 2.538079 0.033807 1.1 0.0 0.1
H -1.650581 -0.968561 0.180212 -0.2 0.1 -0.5
C -1.281568 0.039677 -0.004664 0.1 -1.5 1.0
C 0.283590 1.851398 -0.069413 0.0 -3.4 0.1
```
Forces are in eV/Å.

LUMO, eV: -1.28
Highest occupied orbital energy, eV: -9.19
DFT total energy, eV: -41758.9184
Energy above the lowest of the compared OMol25 structures with the same formula, charge and spin, kcal/mol: 88.4
Max |F|, eV/A: 4.24

***

7.
ORCA calculation (the ωB97M-V functional and the def2-TZVPD basis) on C4H3ClF2 as an isolated structure at a distorted geometry.

XYZ file:
```
10
Properties=species:S:1:pos:R:3:forces:R:3
Cl 0.996916 -1.790440 -0.159616 0.3 -1.3 -0.4
H -1.740153 -0.691020 0.636160 0.1 -2.4 2.8
C 1.465618 -0.461902 1.121629 -1.3 0.6 0.1
H -2.130905 -0.427166 -0.822943 0.5 0.4 -1.2
F 2.199720 0.705082 -0.860430 0.6 0.6 -0.2
H -1.570291 0.794112 0.259739 0.3 1.7 -0.2
C -1.335890 -0.158235 -0.129911 -0.2 0.1 -1.8
C 1.210253 0.548815 0.059445 -0.7 -0.1 -1.5
F 0.819683 1.792634 0.461096 0.4 -0.8 0.1
C 0.085047 -0.311883 -0.565172 0.1 1.4 2.4
```
Forces are in eV/Å.

LUMO (alpha / beta), eV: -1.10 / -0.48
Highest occupied orbital energy (alpha / beta), eV: -8.82 / -8.91
DFT total energy, eV: -22146.5710
Energy above the lowest of the compared OMol25 structures with the same formula, charge and spin, kcal/mol: 137.6
Max |F|, eV/A: 3.75

***

8.
ORCA calculation (the ωB97M-V functional and the def2-TZVPD basis) on a 2-piece molecular cluster, C4H3ClN2O2 overall at a distorted geometry.

XYZ file:
```
12
Properties=species:S:1:pos:R:3:forces:R:3
C 0.675933 0.437145 0.642154 6.8 0.4 2.6
O -0.223090 1.231926 0.376780 -3.2 1.6 -4.6
Cl 0.613090 0.480817 2.544566 0.5 -1.0 -1.3
N -0.513805 -2.337813 -1.259571 0.2 0.1 -2.3
H -0.592248 2.553897 -1.112855 1.2 -1.0 -0.5
C 0.014911 1.602773 -1.090604 -3.1 0.8 -1.0
H 1.025412 1.532730 -1.436567 0.8 1.3 1.0
N -1.121536 -2.510704 2.212537 0.5 0.4 -0.1
H -0.338823 0.856572 -1.867202 -0.8 0.4 1.6
C -0.704906 -2.136479 1.206652 -0.7 -0.2 -0.6
C -0.520892 -1.970935 -0.186328 -0.2 -0.7 3.0
O 1.685958 0.260070 -0.029563 -2.0 -2.0 2.3
```
Forces are in eV/Å.

LUMO, eV: -0.75
Highest occupied orbital energy, eV: -11.37
SMILES: COC(=O)Cl.N#CC#N
DFT total energy, eV: -23790.5064
Energy above the lowest of the compared OMol25 structures with the same formula, charge and spin, kcal/mol: 41.2
Max |F|, eV/A: 7.27